(1)
19
Properties=species:S:1:pos:R:3:forces:R:3:lowdin_charge:R:1 method="wB97M-V/def2-TZVPD" gap_ev=9.51 e_homo_ev=-8.67 e_lumo_ev=0.8 smiles="NC(=O)CCCS.O" relative_energy_kj_mol=41.2 e_tot_ha=-762.43365
N 0.975 2.745 -1.655 0.2 0.0 -0.1 0.1627
H -1.709 -1.863 5.297 -0.2 0.0 0.0 0.0331
H 2.048 -0.166 -1.641 0.0 -0.3 0.2 0.1240
H 0.518 2.726 -2.534 -0.1 -0.1 -0.7 0.0861
C -0.159 -1.309 -0.202 0.2 -0.4 -2.1 -0.5865
H -3.217 -2.106 5.482 0.2 0.1 0.0 0.0312
H 1.226 3.648 -1.307 -0.1 0.1 0.6 0.1042
O 1.385 1.553 0.222 0.4 0.0 0.5 0.0380
H 1.177 0.637 -2.868 -0.4 -0.2 0.0 0.1084
H -0.029 0.029 1.694 0.0 0.2 0.1 -0.1458
C 1.155 1.585 -0.962 -0.4 -0.2 -0.3 -0.5433
H -1.007 -0.072 -1.758 -0.2 0.1 -0.1 0.0986
C -0.075 -0.607 -1.595 -0.7 -0.5 0.5 -0.2628
O -2.565 -1.416 5.315 0.0 -0.1 0.1 -0.0668
S -1.096 -0.451 1.058 0.0 -0.3 0.2 0.7233
H -0.052 -1.419 -2.327 0.2 0.2 -0.2 0.1050
H 0.861 -1.513 0.036 0.7 0.1 1.0 0.0629
H -0.523 -2.325 -0.433 -0.5 0.5 0.6 0.0694
C 1.089 0.322 -1.822 0.8 0.7 -0.3 -0.1416

(2)
19
Properties=species:S:1:pos:R:3:forces:R:3:lowdin_charge:R:1 method="wB97M-V/def2-TZVPD" gap_ev=9.82 e_homo_ev=-9.27 e_lumo_ev=0.5 smiles="N[C@@H](C=O)CCS.O" relative_energy_kj_mol=126.8 e_tot_ha=-762.40105
H -0.581 -0.394 -3.543 -0.3 -0.1 1.0 0.0703
O -0.732 -0.454 -2.572 0.2 0.1 -1.3 -0.0698
C -1.184 -1.637 0.026 1.2 -0.5 2.1 -0.2092
H -1.249 1.086 -0.040 0.1 -0.1 -0.7 0.1040
H 0.217 2.691 1.160 -0.4 -0.5 0.8 0.0515
H 0.546 -0.674 -0.694 0.2 -0.1 0.0 0.1041
H -1.977 -1.264 -0.615 -0.4 -0.2 -0.4 0.1145
H 0.512 -0.925 2.193 0.2 -0.4 0.0 0.0852
C -0.495 0.682 0.626 -0.7 -0.6 1.0 -0.2680
H -1.097 0.566 1.540 0.2 -0.1 0.3 0.1216
H 1.305 -2.081 1.311 -0.4 -0.2 -0.3 0.0829
H -0.192 0.263 -2.219 0.0 0.3 0.0 -0.0149
O -1.218 -2.644 0.702 -1.0 0.0 -0.9 0.0487
N 0.931 -1.146 1.296 0.1 0.8 0.4 0.0563
H 2.055 1.311 -1.069 0.0 0.1 0.0 -0.1474
S 1.204 2.315 -0.785 0.5 -0.7 0.5 0.6918
H 1.355 1.351 1.547 0.3 0.1 -0.2 0.0701
C 0.580 1.700 0.877 0.1 1.1 -1.7 -0.4920
C 0.021 -0.743 0.258 0.0 1.2 -0.5 -0.3999

(3)
20
Properties=species:S:1:pos:R:3:forces:R:3:lowdin_charge:R:1 method="wB97M-V/def2-TZVPD" gap_ev=9.19 e_homo_ev=-9.68 e_lumo_ev=-0.5 relative_energy_kj_mol=748.8 e_tot_ha=-1160.34752
H -3.920 0.573 -1.458 1.0 -2.3 3.7 0.1333
H -0.280 -1.239 1.560 1.0 -0.4 -2.7 0.1207
C 1.442 -0.166 0.641 -1.8 1.5 -2.0 -0.3270
H -3.359 -1.394 -0.797 -0.6 4.3 1.5 0.1119
N 3.290 1.192 -0.422 -1.8 -1.1 5.1 -0.0888
H 0.866 0.736 0.884 0.5 0.3 0.4 0.0746
O -1.682 0.215 1.345 0.2 1.6 -1.5 -0.4397
H 3.938 0.558 0.302 -1.9 2.4 -2.1 0.1025
H -4.482 -0.121 0.764 3.5 0.3 -3.8 0.2097
C 0.338 -1.245 0.552 0.6 1.0 0.6 -0.4453
C -3.501 -0.112 -0.387 -3.9 -2.5 -2.5 -0.3260
S -0.617 -0.962 -1.109 -0.1 0.6 2.6 0.6972
S -1.873 0.533 -0.082 -1.9 1.6 0.7 0.4082
H 2.158 -0.356 1.429 0.2 -0.3 0.2 0.1002
H 0.969 -2.092 0.423 -0.5 -1.6 -0.3 0.0500
H 1.512 0.674 -1.551 0.9 -0.7 2.0 0.0971
H 2.529 1.883 0.478 3.4 -2.3 -3.3 0.2035
O -1.953 1.938 -0.637 1.4 -3.7 1.5 -0.3992
C 2.181 0.193 -0.719 -0.9 -0.2 -0.8 -0.3942
H 2.442 -0.808 -1.216 0.6 1.4 0.7 0.1114

(4)
19
Properties=species:S:1:pos:R:3:forces:R:3:lowdin_charge:R:1 method="wB97M-V/def2-TZVPD" gap_ev=10.22 e_homo_ev=-9.50 e_lumo_ev=0.7 smiles="CN(C)CC(=O)O.O" relative_energy_kj_mol=247.7 e_tot_ha=-439.43158
C -0.297 -1.231 1.198 -0.3 1.3 -0.7 -0.0884
O -0.094 0.888 -2.660 1.2 -0.1 0.9 0.0673
N 0.401 -0.128 0.467 0.6 -2.1 0.5 -0.2289
O -2.226 2.069 0.087 -2.9 0.0 1.2 -0.0449
C 1.537 0.229 1.281 -0.4 1.4 0.5 -0.1294
H 0.897 -1.644 -1.157 0.7 0.1 0.4 0.1355
H 0.311 -2.035 1.456 1.8 -1.9 -0.6 0.0547
H 1.885 1.106 0.726 0.7 0.3 1.1 0.0870
H -0.822 1.521 -2.774 -0.2 -0.7 0.1 0.1220
H -2.750 1.315 0.458 0.2 1.2 -0.4 0.0669
C -0.347 -0.072 -1.680 -1.0 1.7 -2.7 -0.5094
H -1.464 1.596 -0.104 2.8 -1.1 -0.6 -0.0580
H 2.319 -0.506 1.324 0.5 -0.7 -0.1 0.0702
H -0.597 -1.058 2.241 -0.6 1.4 -0.6 0.0927
H 1.718 0.022 -1.285 0.7 -0.1 0.0 0.1124
H 1.208 0.379 2.372 0.4 0.4 -1.8 0.1153
H -1.072 -1.511 0.532 -1.2 -0.7 0.0 0.0628
O -1.490 -0.375 -1.510 -0.1 -0.8 0.8 0.0989
C 0.881 -0.565 -0.973 -2.9 0.4 1.9 -0.0268

(5)
19
Properties=species:S:1:pos:R:3:forces:R:3:lowdin_charge:R:1 method="wB97M-V/def2-TZVPD" gap_ev=10.99 e_homo_ev=-10.37 e_lumo_ev=0.6 smiles="CCCNC(=O)O.O" relative_energy_kj_mol=97.2 e_tot_ha=-439.48890
H 2.086 1.009 0.142 0.1 0.2 -0.1 0.1101
C 0.483 2.112 -0.870 -0.9 1.0 -0.1 -0.2528
H -0.937 3.093 -2.199 0.1 0.0 0.1 0.0721
H -1.634 -2.420 0.892 -0.8 -0.4 -0.6 -0.0152
C 1.404 0.912 -0.699 -1.2 -1.1 -0.2 -0.1661
O -0.129 -1.742 1.185 0.3 -0.2 1.0 0.0910
H -0.423 1.997 -0.215 1.2 0.2 0.3 0.1112
O 0.695 0.305 1.867 -1.2 -1.2 -0.5 0.0786
C -0.272 2.226 -2.199 0.0 -0.4 -0.9 -0.1222
H -2.259 -3.710 0.336 -0.1 0.3 0.0 0.0273
H -0.903 1.353 -2.389 -0.1 -0.1 0.4 0.0717
C 0.290 -0.654 0.927 1.3 1.8 -1.1 -0.5320
H 0.312 2.266 -3.123 0.5 0.3 0.3 0.0688
H 0.191 1.088 1.608 0.3 0.4 0.2 0.0956
H 0.444 -1.084 -0.926 0.1 0.4 -0.7 0.1461
H 0.984 3.071 -0.629 -0.2 -0.5 -0.1 0.1144
H 1.990 0.640 -1.594 -0.4 0.3 0.3 0.1294
O -2.438 -2.764 0.431 0.5 -0.1 0.3 -0.0992
N 0.491 -0.231 -0.385 0.5 -0.9 1.4 0.0712

(6)
19
Properties=species:S:1:pos:R:3:forces:R:3:lowdin_charge:R:1 method="wB97M-V/def2-TZVPD" gap_ev=10.09 e_homo_ev=-9.33 e_lumo_ev=0.8 smiles="CC(=O)[C@H](C)O.NO" relative_energy_kj_mol=319.5 e_tot_ha=-439.40423
H 0.830 -1.911 1.194 0.0 0.0 0.1 0.0850
O 0.109 -0.564 -1.459 -0.2 -0.1 -0.2 0.0491
H -2.747 -2.124 -0.489 0.2 0.2 0.2 0.0803
O -1.587 -1.125 0.737 -0.2 1.9 0.9 -0.1769
H 2.299 1.468 -0.312 0.0 0.0 0.0 0.1049
N -2.503 -1.141 -0.369 -0.1 0.3 0.0 -0.0056
H 0.210 0.857 1.456 -0.1 0.0 -0.1 0.1377
C 1.376 -1.539 0.328 -0.4 -0.4 0.1 -0.0081
C -0.188 2.021 -0.356 0.3 -0.4 0.1 -0.0408
H 1.543 -2.378 -0.342 0.1 0.1 -0.1 0.0892
C 0.533 -0.493 -0.333 0.9 2.0 0.6 -0.4132
H -1.672 -0.193 1.149 -0.3 -2.3 -1.0 0.1206
H -1.247 1.780 -0.395 -0.2 0.2 0.0 0.0780
H 0.179 2.065 -1.382 0.0 -0.2 -0.1 0.0843
H -1.937 -0.872 -1.179 0.0 -0.2 0.1 0.0506
H -0.015 3.003 0.080 -0.2 0.0 0.2 0.0839
C 0.568 0.956 0.426 -0.1 -1.0 -0.9 -0.3626
H 2.312 -1.113 0.680 0.0 0.0 -0.1 0.0816
O 1.936 1.303 0.566 0.2 0.0 0.0 -0.0382

(7)
19
Properties=species:S:1:pos:R:3:forces:R:3:lowdin_charge:R:1 method="wB97M-V/def2-TZVPD" gap_ev=9.60 e_homo_ev=-8.89 e_lumo_ev=0.7 smiles="CN[C@H](C)C(=O)O.O" relative_energy_kj_mol=367.8 e_tot_ha=-439.38585
C -0.719 0.196 0.263 -2.0 1.2 -0.5 -0.5294
H 1.130 0.733 -2.414 1.4 -1.4 -0.5 0.0691
H 2.048 1.795 0.820 0.1 0.1 0.2 0.0721
H 0.626 -0.940 -1.049 -1.3 -3.1 -1.0 0.1117
H -0.208 1.223 -1.751 0.2 0.4 0.5 0.0944
H 3.066 0.668 -0.252 -0.5 0.7 0.3 0.0840
H 1.346 1.861 -1.114 -0.9 -1.0 -0.2 0.0943
C 0.557 -0.153 -0.406 -0.5 1.6 0.0 -0.3435
H -1.820 1.513 0.998 2.1 -0.1 -3.0 0.2054
C 0.800 0.924 -1.424 -0.5 3.4 -0.6 -0.0679
O -1.473 -0.440 0.908 -0.2 -2.9 2.6 0.0832
C 2.450 0.805 0.655 1.6 -4.2 1.8 -0.0965
H 1.068 -0.532 1.503 -1.3 -0.3 2.7 0.0654
H -2.115 -2.799 0.054 -0.8 -1.4 1.5 0.0103
H -1.946 -2.630 -1.468 0.2 0.6 1.8 0.0885
O -1.792 -2.200 -0.572 0.4 -0.1 -4.3 -0.0470
N 1.478 -0.370 0.659 3.6 2.7 -3.0 -0.0259
O -1.137 1.479 0.176 -1.0 2.0 2.2 0.0343
H 3.138 0.351 1.440 -0.4 1.8 -0.4 0.0975

(8)
21
Properties=species:S:1:pos:R:3:forces:R:3:lowdin_charge:R:1 method="wB97M-V/def2-TZVPD" gap_ev=9.42 e_homo_ev=-8.94 e_lumo_ev=0.5 smiles="C/C=C(/C)SS(=O)(=O)O.N" relative_energy_kj_mol=77.3 e_tot_ha=-1235.81450
H -3.243 0.752 -1.856 0.4 0.2 -0.1 0.0751
O 1.065 1.184 2.117 -0.5 -0.7 0.1 -0.2757
O 2.494 1.486 0.195 1.6 2.4 -1.9 -0.3275
C -1.279 -0.265 0.398 2.3 1.0 -0.5 -0.6518
H 2.581 -1.268 -2.121 -0.5 -0.5 0.2 0.0369
H 2.804 0.254 -1.733 0.6 -0.4 0.4 0.0305
H -1.840 1.814 -1.245 -1.7 -0.5 0.2 0.0506
S 0.050 0.485 -0.508 0.0 -0.1 -0.5 0.8675
H -0.187 -1.793 1.617 -0.3 0.8 -0.1 0.0864
C -2.447 0.162 0.021 -2.2 -0.8 -0.3 -0.2400
C -1.046 -1.096 1.583 -0.6 0.2 1.8 -0.1066
H 2.849 -0.876 0.263 -0.5 0.6 -0.6 0.0612
H 4.051 -0.783 -2.026 0.1 0.3 0.4 0.0494
H -3.257 -0.452 0.468 0.1 0.9 -0.3 0.1261
N 3.164 -0.693 -1.529 0.2 0.3 -1.1 0.0253
H -1.081 -0.329 2.462 0.4 -1.9 -1.2 0.1296
S 1.522 0.728 0.848 0.1 -0.2 1.2 0.2438
O 2.156 -0.665 0.946 -0.2 -1.9 1.8 -0.2321
H -3.620 1.831 -0.515 1.3 -0.3 -0.7 0.0980
C -2.775 1.221 -0.979 -0.6 0.6 0.5 -0.1228
H -1.958 -1.697 1.594 0.1 -0.2 0.7 0.0760

(9)
21
Properties=species:S:1:pos:R:3:forces:R:3:lowdin_charge:R:1 method="wB97M-V/def2-TZVPD" gap_ev=10.57 e_homo_ev=-10.01 e_lumo_ev=0.6 smiles="CC(=O)NCC(=O)O.O.O" relative_energy_kj_mol=96.5 e_tot_ha=-589.99136
O 2.504 0.507 -1.466 -1.2 1.1 0.0 0.0701
O -2.196 -0.389 1.261 -0.4 0.5 0.6 0.0162
H -0.570 2.432 1.574 -0.1 0.0 -0.4 0.0632
C 2.262 0.141 -0.180 0.7 0.4 -1.6 -0.4925
H -0.120 -0.919 0.280 -0.1 -0.7 -0.1 0.0974
H -0.204 -1.444 -1.619 0.4 -0.6 -0.7 0.0201
C 0.957 0.883 0.181 0.7 -0.1 0.1 -0.0879
H -2.352 -1.807 0.019 0.6 -0.2 0.4 0.0260
H 1.220 1.576 0.981 0.0 0.0 0.0 0.1270
C -1.304 0.441 1.138 -0.3 -0.6 -0.7 -0.4855
H -1.171 -2.887 0.034 -0.7 0.4 0.0 0.0644
H 0.740 1.445 -0.727 -0.2 0.1 0.2 0.1295
O -1.736 -2.325 -0.526 0.3 -0.4 -0.6 -0.0757
H 0.655 -1.930 -2.851 -0.3 -0.1 -0.3 0.0416
O 3.042 -0.515 0.439 -0.7 -0.2 0.8 0.1302
O 0.701 -1.647 -1.941 -0.3 0.4 0.9 -0.0498
C -1.523 1.898 1.494 1.6 0.0 0.6 0.0179
H -1.879 1.984 2.519 -0.8 -0.2 -0.3 0.0906
H 3.230 0.123 -1.938 0.9 -0.8 0.4 0.1133
N -0.131 0.027 0.578 0.2 1.3 0.7 0.0908
H -2.124 2.406 0.748 -0.3 -0.1 0.1 0.0929

(10)
20
Properties=species:S:1:pos:R:3:forces:R:3:lowdin_charge:R:1 method="wB97M-V/def2-TZVPD" gap_ev=5.03 e_homo_ev=-11.89 e_lumo_ev=-6.9 total_charge=+1 e_tot_ha=-1242.32147
C 0.035 -1.547 -1.234 1.6 -0.1 0.9 -0.1642
H 2.659 0.374 2.742 -0.3 -3.5 -0.3 -0.2360
P 1.269 0.304 2.273 -4.4 -6.4 -7.7 0.2278
C 0.227 -1.436 0.424 -1.1 -0.9 -0.1 -0.3228
H -2.542 0.392 -0.873 1.9 1.6 0.1 0.0911
H 0.546 -2.491 0.882 -0.9 2.2 -1.1 0.1218
O 0.491 -0.235 -1.760 -2.5 -1.1 -0.3 -0.2498
C -1.596 1.110 -0.897 -1.1 -0.4 0.0 -0.1117
H -1.059 -1.832 -1.547 2.1 0.6 0.7 0.1381
S 0.687 2.198 2.169 0.2 1.0 0.6 0.3175
H -1.103 1.051 0.163 -0.6 0.1 -2.2 0.0184
H -0.170 1.618 -2.600 -0.9 -2.5 0.8 0.1391
H -0.840 -1.110 0.830 2.2 -0.7 -0.5 0.0977
H -1.294 0.070 -2.943 1.2 1.2 1.5 0.1308
N 1.306 -0.390 0.632 -0.5 1.3 4.5 -0.2627
H 0.804 -2.400 -1.558 -1.8 2.1 0.3 0.1416
H 0.418 -0.436 3.201 1.1 0.6 0.1 0.0474
H -1.987 2.223 -1.045 0.9 -2.5 0.2 0.0938
Sn 2.792 1.915 3.280 2.8 6.1 2.5 1.0172
C -0.642 0.624 -2.139 0.1 1.2 -0.1 -0.2351

(11)
18
Properties=species:S:1:pos:R:3:forces:R:3:lowdin_charge:R:1 method="wB97M-V/def2-TZVPD" gap_ev=9.76 e_homo_ev=-9.03 e_lumo_ev=0.7 smiles=N[C@H](CO)CCS relative_energy_kj_mol=315.8 e_tot_ha=-687.08904
H -2.237 -2.037 -0.729 0.5 -2.1 -0.2 0.0312
H -0.524 0.811 0.467 -2.1 1.1 2.4 0.0038
H 0.917 1.838 1.675 -0.2 1.0 0.7 0.0697
C -0.142 -1.068 -0.326 0.7 -1.2 0.8 -0.2355
C 0.275 0.389 0.013 3.2 0.2 -2.5 -0.3958
C 1.600 0.388 0.821 1.2 -1.2 -0.9 -0.2335
H 0.395 -1.479 -1.211 0.4 0.1 0.9 0.1221
H 0.090 -1.640 0.633 -0.2 0.4 -1.5 0.1260
N 0.419 1.339 -1.201 -2.0 -0.4 3.4 0.0700
S -2.627 -0.164 0.417 -1.7 2.6 -3.3 0.7350
H -2.661 -0.547 1.631 0.8 -1.8 1.7 -0.1937
H 1.064 2.085 -1.003 0.4 -0.2 -0.2 0.0654
H 2.458 0.397 -0.005 -1.5 -0.5 2.0 0.1567
H -1.481 -0.842 -1.743 -1.6 1.1 -0.8 0.0728
H 0.653 0.728 -1.890 1.5 -1.2 -3.0 0.0064
C -1.607 -1.201 -0.748 0.8 1.7 2.5 -0.4489
O 1.813 1.506 1.684 -0.7 -0.1 -1.0 -0.0678
H 1.594 -0.501 1.514 0.5 0.4 -1.1 0.1162

(12)
18
Properties=species:S:1:pos:R:3:forces:R:3:lowdin_charge:R:1 method="wB97M-V/def2-TZVPD" gap_ev=9.42 e_homo_ev=-8.52 e_lumo_ev=0.9 relative_energy_kj_mol=335.7 e_tot_ha=-687.08146
H 0.643 3.779 0.470 -0.4 -0.7 -0.2 0.0865
C 0.117 1.586 0.552 -0.4 1.1 -1.2 -0.2281
H -0.407 0.298 -1.315 0.0 0.6 1.0 0.1194
O 0.961 -2.286 -1.068 -0.4 -1.9 0.7 -0.3729
C 0.061 0.271 -0.296 1.0 1.1 0.0 -0.3080
N -0.742 -3.778 0.194 1.8 3.2 -1.0 -0.3645
H 0.860 1.531 1.347 0.0 -0.6 0.0 0.1043
H -1.578 -0.486 0.712 0.5 -0.9 0.6 0.0934
H 1.107 0.096 -0.496 0.4 -0.6 -0.2 0.0874
S -0.642 -2.381 -0.686 -0.8 -1.0 3.3 0.9069
H -0.849 1.701 1.020 -0.4 0.2 0.4 0.0869
H 1.247 -3.171 -0.700 0.1 0.9 -0.4 0.0690
H -1.594 -4.301 0.129 -0.7 0.1 -0.9 -0.0604
H -0.397 3.199 -0.843 -0.4 0.2 -0.4 0.0652
C 0.433 2.927 -0.218 -3.9 -0.1 3.8 -0.0821
H 1.234 2.831 -0.762 4.5 -0.7 -3.2 -0.0029
C -0.533 -0.828 0.562 -1.3 -0.2 -3.6 -0.2734
H 0.080 -0.988 1.398 0.4 -0.8 1.3 0.0735